{
  "formula": "C31H58IN2O32S8",
  "method": "ωB97M-V/def2-TZVPD",
  "symbols": ["C", "C", "C", "C", "C", "C", "C", "C", "C", "C", "C", "C", "C", "C", "C", "I", "N", "N", "H", "H", "H", "H", "H", "H", "H", "H", "H", "H", "H", "H", "H", "H", "H", "H", "H", "H", "H", "H", "H", "H", "H", "H", "H", "H", "C", "C", "O", "S", "O", "O", "O", "H", "H", "H", "H", "C", "C", "O", "S", "O", "O", "O", "H", "H", "H", "H", "C", "C", "O", "S", "O", "O", "O", "H", "H", "H", "H", "C", "C", "O", "S", "O", "O", "O", "H", "H", "H", "H", "C", "C", "O", "S", "O", "O", "O", "H", "H", "H", "H", "C", "C", "O", "S", "O", "O", "O", "H", "H", "H", "H", "C", "C", "O", "S", "O", "O", "O", "H", "H", "H", "H", "C", "C", "O", "S", "O", "O", "O", "H", "H", "H", "H"],
  "xyz": [[-7.95055, -1.87066, 2.79067], [-6.75941, -2.09501, 1.79600], [-6.23436, -3.56694, 1.78162], [-6.50236, -4.26574, 0.41780], [-5.81021, -3.55610, -0.79098], [-4.52696, -4.30312, -1.25732], [-3.32973, -4.12247, -0.27624], [-2.03623, -4.74194, -0.86507], [-1.44422, -3.92723, -2.05871], [0.11224, -4.08050, -2.14033], [0.56508, -5.07153, -3.27374], [1.65214, -4.36508, -4.09355], [2.78604, -3.88658, -3.35370], [3.75034, -3.20704, -4.10773], [3.41722, -3.11449, -5.49294], [4.72659, -2.05788, -6.82819], [2.35397, -3.62640, -6.06924], [1.42490, -4.27857, -5.37200], [-8.47462, -2.80594, 3.03071], [-7.55355, -1.43311, 3.71727], [-8.68284, -1.16091, 2.37176], [-5.93122, -1.41345, 2.09009], [-7.14018, -1.83908, 0.79530], [-5.16435, -3.61091, 2.03434], [-6.79344, -4.10064, 2.56764], [-6.19215, -5.32238, 0.49504], [-7.59497, -4.25483, 0.25899], [-6.51569, -3.59525, -1.63784], [-5.58960, -2.49550, -0.59545], [-4.76729, -5.36643, -1.41086], [-4.20587, -3.81771, -2.19749], [-3.23794, -3.05744, -0.01239], [-3.61072, -4.66145, 0.64713], [-2.34102, -5.72561, -1.26453], [-1.29675, -4.86962, -0.06001], [-1.93754, -4.23291, -2.99319], [-1.68995, -2.86390, -1.90472], [0.47358, -4.47246, -1.17921], [0.49223, -3.05625, -2.30120], [-0.30363, -5.26052, -3.91825], [0.94679, -6.02310, -2.87578], [2.90822, -4.02702, -2.28185], [4.64009, -2.78473, -3.60887], [2.20554, -3.51829, -7.07036], [-0.21379, 0.19627, -4.74139], [-1.42885, 0.38245, -5.62793], [-2.51749, -0.14090, -4.86391], [-2.24852, 0.11773, -3.29822], [-2.94599, 1.27450, -2.89891], [-2.38730, -1.11971, -2.60926], [-0.67301, 0.47343, -3.42051], [0.14226, -0.83934, -4.77071], [0.60064, 0.86689, -5.00744], [-1.33916, -0.14452, -6.57485], [-1.62385, 1.44010, -5.81857], [-6.73805, 2.15228, 0.50784], [-7.44439, 0.98564, -0.13827], [-7.34569, 1.23551, -1.54588], [-5.95871, 1.99344, -1.84815], [-5.00384, 1.02990, -2.25169], [-6.23834, 3.15945, -2.60960], [-5.61760, 2.42749, -0.33838], [-7.38139, 3.03571, 0.52852], [-6.40140, 1.92484, 1.51677], [-8.48508, 0.90859, 0.16689], [-6.93388, 0.04619, 0.07467], [7.04393, -4.57607, -0.53899], [6.03206, -3.70042, 0.16795], [6.50448, -2.36540, -0.04361], [7.23334, -2.27213, -1.46332], [6.31027, -1.75543, -2.41828], [8.51701, -1.70626, -1.26640], [7.39462, -3.84707, -1.72667], [7.94676, -4.70337, 0.06076], [6.64145, -5.55269, -0.79629], [5.95982, -3.91787, 1.23058], [5.04133, -3.78521, -0.28711], [10.56877, 0.39179, 1.41323], [9.73367, -0.79116, 1.85094], [10.54598, -1.47755, 2.80978], [11.44713, -0.40825, 3.60406], [10.80798, -0.09870, 4.83199], [12.79869, -0.82525, 3.53722], [11.23146, 0.83307, 2.60278], [11.32897, 0.09456, 0.68743], [9.96469, 1.19305, 0.99432], [9.47687, -1.44640, 1.02352], [8.81864, -0.46575, 2.35388], [-3.70627, 2.72220, 5.51117], [-4.02510, 3.31914, 4.15779], [-4.02360, 2.20123, 3.26202], [-4.53826, 0.89174, 4.04111], [-5.91628, 0.72011, 3.74903], [-3.58786, -0.14166, 3.85943], [-4.39962, 1.46894, 5.53184], [-2.63788, 2.52299, 5.61702], [-4.03885, 3.35372, 6.33122], [-3.29509, 4.06118, 3.84546], [-5.02304, 3.76388, 4.14473], [6.01959, 1.25742, 5.35181], [5.88571, 1.81579, 3.95420], [5.85992, 0.65274, 3.10327], [5.15268, -0.55780, 3.88178], [3.79376, -0.62682, 3.47526], [6.01714, -1.68501, 3.82598], [5.20767, 0.07166, 5.35324], [7.04987, 0.96577, 5.56766], [5.67629, 1.95514, 6.10976], [6.70279, 2.46087, 3.68731], [4.94293, 2.34792, 3.82679], [-7.44864, 5.88032, -4.15423], [-8.44786, 6.67245, -3.33995], [-8.07766, 8.04024, -3.54387], [-7.47633, 8.21385, -5.02607], [-8.50217, 8.69206, -5.87958], [-6.21637, 8.85483, -4.92338], [-7.24481, 6.65527, -5.34253], [-6.49325, 5.79288, -3.63423], [-7.81319, 4.88795, -4.40614], [-8.41728, 6.41998, -2.28323], [-9.46479, 6.53663, -3.71610], [6.66364, 7.50447, 4.24080], [7.91248, 7.10230, 3.48666], [7.94832, 5.67180, 3.58960], [6.45099, 5.10456, 3.62157], [6.09429, 4.67873, 2.31659], [6.32212, 4.24893, 4.75094], [5.70235, 6.48702, 3.92565], [6.82956, 7.49480, 5.31979], [6.29453, 8.48191, 3.94111], [8.81373, 7.53970, 3.90749], [7.84162, 7.36473, 2.42895]],
  "molar_mass_da": 1354.2,
  "total_charge": 1,
  "spin_multiplicity": 1,
  "energy_ev": -196354.563,
  "gap_ev": 7.04
}